(1)
C22H43N2OP2PbS | the ωB97M-V functional and the def2-TZVPD basis

Properties
maximum force = 4.6 eV Å⁻¹
orbital gap = 6.15 eV
total charge = +1
E_LUMO = -0.1104 hartree

Cartesian coordinates (Å):
Pb -0.79866 -0.08027 -0.73491
P 0.11848 -2.74309 -1.09153
P 0.08511 2.59441 -0.74254
N 1.66339 -0.01509 -1.76449
C 1.70489 -2.57177 -1.96177
H 2.38291 -3.38458 -1.63270
H 1.54988 -2.71766 -3.05606
C 2.47379 -1.24421 -1.74547
H 3.07124 -1.33111 -0.83270
H 3.18878 -1.09400 -2.56036
C 2.45590 1.19058 -1.55329
H 3.20238 1.15299 -2.36056
H 3.03795 1.15139 -0.61597
C 1.70744 2.52764 -1.62597
H 1.54279 2.80824 -2.68301
H 2.36086 3.29592 -1.18480
C 0.38654 3.46243 0.84178
C -0.81175 3.25542 1.81389
H -0.47680 3.42685 2.85625
H -1.24219 2.23597 1.79036
H -1.63316 3.96084 1.60024
C -0.98626 3.61799 -1.86236
C -2.39704 3.79520 -1.25409
H -3.06465 4.23748 -2.01518
H -2.39434 4.46803 -0.37694
H -2.84927 2.83476 -0.94426
C -0.98686 -3.60809 -2.32119
C -2.38809 -3.86550 -1.72133
H -3.06986 -4.17837 -2.53280
H -2.82526 -2.96040 -1.25833
H -2.37881 -4.66998 -0.96265
C 0.43587 -3.83489 0.35342
C -0.69809 -3.67569 1.39733
H -0.46704 -4.28363 2.29349
H -1.67475 -4.01684 1.01122
H -0.82741 -2.63308 1.74713
C -2.85380 -0.21814 0.99028
C -0.38491 4.96047 -2.30639
H -0.29288 5.67268 -1.47146
H 0.60067 4.81364 -2.77347
H -1.05694 5.39913 -3.06373
C -0.39629 -4.87412 -2.96028
H -1.08365 -5.19810 -3.76085
H 0.58417 -4.66535 -3.41858
H -0.29596 -5.69899 -2.23644
C 0.72522 -5.29566 0.08196
H 1.10581 -5.75837 0.99795
H -0.17351 -5.84537 -0.20596
H 1.49269 -5.41997 -0.67873
C 0.78358 4.92170 0.76985
H -0.06608 5.56606 0.54386
H 1.17049 5.23067 1.74280
H 1.57218 5.08898 0.04441
H 1.21338 2.87291 1.27249
H 1.32292 -3.36884 0.80535
H -1.10175 2.97432 -2.75824
H -1.10990 -2.84329 -3.11358
O -3.86823 -0.20011 1.51956
H 1.24373 0.04410 -2.65367
H -0.58765 0.06230 -2.67205
S 1.15269 -0.18704 1.42564
C 0.58216 0.16419 2.99456
N -0.71406 -0.07907 3.38571
C -1.16648 0.12026 4.66162
C -0.28144 0.63646 5.61312
C 1.04142 0.90832 5.24324
C 1.46840 0.67628 3.95129
H -1.39797 -0.38930 2.66853
H -2.19560 -0.14706 4.86730
H -0.64296 0.81777 6.61309
H 1.73525 1.28755 5.97172
H 2.47737 0.86307 3.59920

Forces on the atoms, in the same order (eV/Å):
0.5 0.1 -1.9
-0.6 -0.2 -0.3
0.0 0.0 -0.7
0.1 -0.5 2.4
0.9 -0.2 -0.8
-0.3 0.3 -0.3
-0.1 0.1 0.7
0.3 0.2 -0.2
-0.3 0.4 0.1
0.3 -0.6 0.0
1.0 -0.1 -0.2
0.2 0.6 0.2
-0.5 -0.3 -0.2
0.0 0.3 -0.2
-0.1 -0.1 0.5
-0.1 -0.1 -0.3
-0.5 -0.5 0.6
0.0 0.1 0.2
-0.2 0.0 -0.5
0.3 0.4 -0.2
0.4 -0.3 0.1
-0.1 0.1 0.1
-0.1 0.1 -0.1
0.3 -0.1 0.3
0.0 -0.3 -0.4
0.2 0.3 -0.1
0.0 0.1 0.2
-0.1 -0.1 -0.1
0.3 0.1 0.4
0.2 -0.3 -0.2
0.0 0.3 -0.4
-0.4 0.5 0.6
-0.2 -0.1 0.3
-0.1 0.2 -0.4
0.4 0.1 0.1
0.2 -0.4 -0.3
-3.4 -0.3 3.0
-0.2 0.0 -0.2
0.0 -0.3 -0.5
-0.3 0.2 0.2
0.3 0.0 0.2
-0.2 0.0 -0.2
0.3 0.0 0.2
-0.3 -0.2 0.2
0.0 0.4 -0.4
0.2 -0.3 0.3
0.0 0.0 -0.1
0.1 0.1 0.0
0.0 -0.1 -0.1
0.1 0.1 0.4
0.0 -0.1 0.0
0.0 0.1 0.0
0.1 0.1 -0.2
0.0 0.1 -0.2
0.0 0.0 -0.1
0.2 0.2 0.4
0.1 -0.2 0.3
1.7 0.1 -1.4
-0.8 0.1 -1.2
-0.5 0.0 -0.3
0.0 0.0 0.5
-0.3 -0.4 -0.8
-0.3 0.0 0.1
1.5 0.7 0.5
-1.4 -0.7 -0.9
0.2 -0.1 -0.8
-0.2 0.2 0.8
1.0 0.1 0.6
0.1 0.1 -0.1
0.0 -0.1 0.0
0.1 0.1 0.2
-0.1 0.0 0.3



(2)
C22H43N2OP3Ru | the ωB97M-V functional and the def2-TZVPD basis

Properties
⟨S²⟩ = 8.825
maximum force = 4.0 eV Å⁻¹
spin multiplicity = 6
orbital gap (spin up / spin down) = 2.60 / 1.79 eV
total charge = +3
ΔE to the lowest compared entry with this formula, charge and spin = 204.49 kJ/mol
E_LUMO (spin up / spin down) = -0.3463 / -0.5058 hartree

Cartesian coordinates (Å):
Ru 0.34215 -0.24290 1.14060
P 1.90662 -1.15598 2.53039
P 1.65351 1.67098 0.49925
P -0.52528 -2.32469 0.36040
H -0.58243 1.83278 -8.50024
C -1.52588 1.28708 -8.37046
C -2.66880 1.92997 -8.06716
H -2.69374 3.01946 -7.93711
C 3.32654 -2.00118 1.71970
C 2.67870 0.07445 3.64879
C 1.29515 -2.44353 3.68749
C 0.95566 2.84615 -0.74609
C 1.95333 2.88179 1.86123
C 3.32672 1.40042 -0.20730
C -1.90123 -2.28130 -0.86197
C -1.41035 -3.30946 1.64477
C 0.64711 -3.52115 -0.39411
H -1.51117 0.20576 -8.55629
H -3.62447 1.39576 -7.99362
H 4.05530 -2.35108 2.46532
H 3.83901 -1.31177 1.03758
H 2.96980 -2.87142 1.15326
H 3.28359 -0.41309 4.42743
H 1.89525 0.65413 4.15411
H 3.33561 0.75365 3.09084
H 1.88731 -3.36587 3.62180
H 0.25629 -2.67888 3.44817
H 1.33966 -2.08584 4.72378
H 1.45948 3.82160 -0.69118
H -0.11325 2.99649 -0.56120
H 1.07171 2.43401 -1.75578
H 2.94553 3.34025 1.73893
H 1.90296 2.39436 2.83812
H 1.19059 3.67027 1.82193
H 3.74274 2.35984 -0.55134
H 3.24314 0.72187 -1.06859
H 3.99341 0.96167 0.54755
H -2.49735 -3.20147 -0.78710
H -1.52125 -2.18364 -1.88697
H -2.53954 -1.42154 -0.63249
H -2.24807 -3.85371 1.18523
H -1.80810 -2.61143 2.39273
H -0.74732 -4.03481 2.12977
H 0.09606 -4.30041 -0.94111
H 1.26996 -3.99887 0.37529
H 1.28940 -2.98229 -1.10473
C -0.86642 0.48936 -2.11429
C 0.32758 0.01157 -2.75222
C 0.39031 -0.12749 -4.12567
C -0.72928 0.18283 -4.91295
C -1.92114 0.62717 -4.31950
C -1.99534 0.79592 -2.95111
O -0.95265 0.64384 -0.83587
H 1.34281 -0.79369 0.05464
H 1.17242 -0.24760 -2.12298
H 1.31719 -0.47837 -4.58949
H -0.67293 0.09044 -6.00311
H -2.79404 0.84893 -4.94189
H -2.90624 1.14077 -2.45863
N -1.51325 -1.09232 3.87540
C -1.73830 0.26557 3.55751
C -2.61393 1.02035 4.34149
C -2.87854 2.33596 3.98376
C -2.29047 2.84376 2.83797
C -1.47404 2.02310 2.08380
N -1.12660 0.77361 2.47690
H -2.34622 -1.55150 4.23794
H -0.83367 -1.22392 4.62768
H -3.04493 0.54341 5.22410
H -3.55197 2.95427 4.58316
H -2.46149 3.86949 2.49141
H -1.07292 2.34813 1.12230

Forces on the atoms, in the same order (eV/Å):
-0.8 0.1 0.4
0.7 -0.3 0.3
0.5 1.2 -0.3
-0.5 -1.0 -0.1
-0.3 -0.2 0.1
3.3 -1.8 -1.1
-3.4 1.9 0.6
0.0 -0.4 0.0
0.0 0.2 0.1
0.2 -0.1 0.1
-0.2 -0.2 0.0
-0.1 -0.2 -0.1
0.0 -0.2 0.2
-0.2 -0.1 0.0
0.1 0.4 -0.2
-0.1 0.0 0.1
-0.1 0.1 -0.1
0.0 0.4 0.1
0.3 0.2 0.0
-0.3 0.1 -0.1
-0.2 -0.2 0.1
0.1 0.3 0.1
-0.1 0.0 -0.3
0.2 -0.1 -0.2
-0.2 -0.2 0.1
0.0 0.3 0.0
0.3 0.0 0.1
0.1 0.0 -0.2
0.0 -0.4 0.0
0.2 0.0 -0.1
0.0 0.2 0.2
-0.3 -0.1 0.0
0.0 0.2 -0.2
0.2 -0.2 0.0
-0.1 -0.3 0.2
0.1 0.1 0.3
-0.1 0.1 -0.3
0.3 0.3 -0.1
-0.1 0.0 0.2
0.0 -0.2 -0.1
0.4 0.1 0.1
0.2 -0.4 -0.3
-0.1 0.2 -0.1
0.1 0.2 0.3
-0.2 0.2 -0.3
-0.1 -0.2 0.2
-0.1 0.2 1.5
0.2 -0.2 -0.5
0.4 -0.1 0.4
-0.1 0.1 -0.1
-0.2 0.2 0.2
-0.4 0.1 -0.2
-0.1 -0.3 -1.7
0.2 -0.1 -0.1
-0.1 0.1 -0.1
-0.4 0.1 0.1
0.1 -0.1 0.4
0.3 -0.1 0.3
0.3 -0.1 -0.2
0.0 0.6 0.3
-1.5 -1.4 2.4
-0.5 0.6 -0.1
-1.3 -0.2 2.3
0.4 0.7 -1.2
0.6 -0.1 -0.5
2.3 0.1 -3.3
-0.2 0.4 0.0
0.4 0.1 -0.5
0.0 0.3 -0.3
0.3 -0.3 -0.2
-0.1 -0.5 0.2
-0.2 -0.1 0.4